Entry 1:
{
  "formula": "C41H40FeN5S4Se",
  "method": "the ωB97M-V functional and the def2-TZVPD basis",
  "total_charge": 0,
  "e_above_lowest_ev": 1.359,
  "homo_lumo_gap_ev": [5.57, 5.49],
  "multiplicity": 6,
  "e_homo_ev": [-6.37, -7.20],
  "largest_force_ev_per_a": 0.757,
  "lumo_energy_ev": [-0.802, -1.710],
  "species": ["Fe", "S", "C", "N", "C", "C", "N", "C", "C", "C", "C", "C", "C", "C", "C", "S", "C", "C", "C", "C", "C", "C", "C", "H", "H", "H", "H", "H", "H", "H", "H", "H", "H", "H", "H", "H", "H", "H", "H", "H", "H", "S", "C", "C", "C", "C", "C", "C", "C", "C", "C", "N", "H", "H", "H", "H", "H", "H", "C", "C", "C", "C", "N", "C", "S", "N", "H", "H", "H", "H", "H", "C", "C", "C", "C", "C", "C", "Se", "C", "C", "C", "H", "H", "H", "H", "H", "H", "H", "H", "H", "H", "H"],
  "positions_angstrom": [[0.094, -0.106, -0.053], [-1.720, 0.152, 1.501], [-3.126, 0.067, 0.522], [-4.354, 0.031, 1.111], [-5.536, -0.139, 0.287], [-5.377, 0.695, -0.961], [-4.162, 0.286, -1.639], [-4.255, 0.076, -3.078], [-5.106, -1.130, -3.395], [-4.659, -2.396, -3.016], [-5.433, -3.514, -3.270], [-6.664, -3.383, -3.905], [-7.114, -2.129, -4.282], [-6.335, -1.006, -4.025], [-3.042, 0.042, -0.904], [-1.557, -0.290, -1.737], [-4.575, 0.301, 2.526], [-5.199, 1.662, 2.722], [-6.494, 1.810, 3.194], [-7.053, 3.076, 3.340], [-6.315, 4.199, 3.008], [-5.016, 4.058, 2.531], [-4.461, 2.799, 2.389], [-6.409, 0.185, 0.853], [-5.663, -1.194, 0.019], [-5.319, 1.756, -0.692], [-6.223, 0.549, -1.631], [-3.249, -0.055, -3.468], [-4.673, 0.975, -3.540], [-3.698, -2.495, -2.523], [-5.077, -4.494, -2.977], [-7.266, -4.259, -4.107], [-8.071, -2.021, -4.777], [-6.687, -0.024, -4.322], [-3.615, 0.249, 3.033], [-5.212, -0.484, 2.942], [-7.072, 0.930, 3.456], [-8.064, 3.180, 3.712], [-6.746, 5.185, 3.124], [-4.434, 4.934, 2.275], [-3.447, 2.684, 2.020], [2.730, -2.065, -3.041], [2.875, -0.383, -3.308], [2.060, 0.339, -2.486], [1.297, -0.487, -1.616], [1.567, -1.814, -1.817], [0.933, -2.851, -1.004], [1.128, -4.219, -1.149], [0.441, -5.081, -0.311], [-0.422, -4.563, 0.643], [-0.557, -3.186, 0.725], [0.103, -2.360, -0.075], [3.555, -0.009, -4.056], [2.011, 1.418, -2.504], [1.807, -4.597, -1.901], [0.580, -6.150, -0.402], [-0.974, -5.202, 1.316], [-1.202, -2.711, 1.455], [3.790, 2.978, 4.912], [3.766, 1.579, 4.369], [4.602, 0.587, 4.859], [4.479, -0.659, 4.269], [3.622, -0.920, 3.296], [2.857, 0.102, 2.888], [1.735, -0.328, 1.612], [2.899, 1.339, 3.387], [4.519, 3.090, 5.712], [2.802, 3.243, 5.292], [4.031, 3.681, 4.114], [5.309, 0.774, 5.654], [5.098, -1.489, 4.597], [-0.149, 8.325, 1.392], [-0.102, 6.897, 0.927], [-0.583, 6.538, -0.329], [-0.548, 5.231, -0.783], [-1.092, 4.928, -2.149], [0.000, 4.231, 0.065], [0.017, 2.485, -0.569], [0.491, 4.580, 1.346], [1.073, 3.578, 2.282], [0.426, 5.908, 1.744], [-0.590, 8.976, 0.638], [0.853, 8.695, 1.615], [-0.739, 8.417, 2.306], [-1.000, 7.305, -0.973], [-1.469, 5.841, -2.607], [-1.899, 4.196, -2.107], [-0.328, 4.498, -2.797], [1.101, 2.568, 1.886], [0.505, 3.552, 3.214], [2.097, 3.852, 2.536], [0.801, 6.175, 2.727]],
  "forces_ev_per_angstrom": [[0.11, -0.57, 0.22], [0.29, -0.12, -0.20], [0.00, 0.03, -0.26], [-0.03, 0.00, 0.10], [0.04, -0.06, 0.00], [0.03, 0.06, 0.00], [0.01, 0.00, -0.06], [0.03, -0.01, 0.01], [0.06, -0.02, 0.02], [-0.02, 0.03, 0.01], [-0.03, -0.02, -0.01], [0.03, -0.03, 0.01], [0.00, 0.03, 0.00], [-0.03, -0.01, -0.03], [-0.08, 0.06, 0.18], [0.17, 0.12, 0.16], [0.01, 0.02, -0.03], [0.09, 0.03, 0.00], [-0.03, 0.01, 0.03], [-0.01, -0.02, 0.00], [0.03, 0.02, -0.01], [-0.03, 0.04, 0.01], [-0.02, -0.04, -0.02], [0.02, 0.02, 0.02], [-0.03, 0.01, -0.02], [-0.04, 0.00, 0.01], [0.02, -0.04, -0.02], [-0.01, 0.04, -0.01], [-0.03, -0.01, 0.02], [0.01, 0.00, 0.00], [0.00, -0.01, 0.00], [-0.01, -0.01, 0.01], [0.00, 0.00, 0.00], [0.00, 0.01, -0.01], [-0.01, -0.04, 0.01], [-0.04, 0.02, -0.03], [0.00, 0.00, 0.01], [0.00, 0.00, 0.00], [-0.01, 0.01, -0.01], [0.01, 0.00, 0.00], [0.01, 0.00, 0.00], [0.21, -0.10, -0.22], [-0.05, 0.09, 0.04], [-0.06, -0.01, -0.04], [-0.02, 0.19, 0.28], [-0.39, -0.07, 0.48], [0.09, 0.16, -0.21], [-0.04, -0.13, 0.04], [0.06, 0.03, -0.07], [-0.06, 0.11, 0.03], [0.02, -0.09, 0.04], [0.04, 0.27, 0.13], [0.01, -0.02, -0.02], [0.01, 0.01, -0.01], [0.00, 0.01, -0.01], [0.00, -0.01, 0.00], [0.01, -0.01, 0.00], [0.00, -0.03, 0.02], [-0.02, 0.00, 0.00], [0.03, 0.06, 0.04], [-0.03, 0.04, -0.02], [0.03, -0.05, 0.03], [0.04, -0.06, 0.00], [-0.13, 0.31, -0.14], [-0.01, -0.67, -0.06], [-0.01, -0.04, -0.01], [0.01, -0.02, 0.00], [-0.01, 0.00, 0.00], [0.01, 0.01, -0.01], [0.01, 0.01, 0.00], [-0.01, -0.01, -0.01], [-0.01, 0.04, 0.02], [0.01, 0.02, 0.01], [-0.02, -0.02, -0.02], [0.10, -0.05, 0.13], [-0.01, -0.05, -0.06], [-0.04, 0.41, 0.25], [-0.14, 0.22, -0.71], [-0.21, 0.01, -0.22], [0.06, -0.08, 0.17], [0.00, 0.02, -0.02], [0.00, -0.01, -0.01], [0.01, -0.01, 0.00], [0.00, -0.01, 0.00], [0.00, 0.01, 0.00], [-0.01, -0.01, -0.03], [-0.01, 0.02, 0.02], [0.02, 0.02, 0.01], [-0.01, -0.02, -0.03], [0.02, 0.00, 0.02], [0.00, -0.02, 0.01], [0.01, -0.01, 0.01]],
  "mulliken_charge": [0.19, -0.31, -0.18, 0.21, -0.82, -0.78, 0.20, -1.57, 0.68, -0.14, -0.76, -0.39, -0.63, -0.28, 0.56, -0.40, -1.64, 0.72, -0.28, -0.60, -0.44, -0.75, -0.28, 0.43, 0.35, 0.34, 0.44, 0.50, 0.44, 0.47, 0.41, 0.38, 0.37, 0.39, 0.54, 0.45, 0.39, 0.38, 0.38, 0.48, 0.57, -0.29, -0.44, -0.77, 0.43, 0.40, 0.99, -0.96, -0.43, -0.90, -0.49, 0.49, 0.47, 0.29, 0.43, 0.42, 0.44, 0.50, -1.15, 0.96, -0.83, -0.17, -0.48, -0.26, -0.01, -0.18, 0.38, 0.24, 0.25, 0.35, 0.41, -1.53, 0.82, -1.05, 0.70, -1.43, 0.08, -0.01, 1.36, -0.88, -0.99, 0.34, 0.34, 0.35, 0.26, 0.39, 0.24, 0.30, -0.41, 0.38, 0.20, 0.47]
}

***

Entry 2:
{
  "formula": "C41H40N8O2PRbS",
  "method": "the ωB97M-V functional and the def2-TZVPD basis",
  "total_charge": -2,
  "homo_lumo_gap_ev": 4.98,
  "e_homo_ev": -1.28,
  "largest_force_ev_per_a": 0.391,
  "lumo_energy_ev": 3.698,
  "species": ["Rb", "O", "C", "N", "C", "C", "C", "C", "C", "C", "N", "C", "O", "C", "C", "C", "C", "C", "N", "C", "C", "C", "C", "C", "N", "H", "H", "H", "H", "H", "H", "H", "H", "H", "H", "H", "H", "C", "C", "C", "C", "C", "C", "C", "C", "S", "C", "N", "C", "C", "C", "C", "C", "C", "C", "C", "H", "H", "H", "H", "H", "H", "H", "H", "H", "H", "H", "H", "H", "H", "H", "H", "C", "N", "C", "N", "C", "N", "C", "P", "C", "C", "H", "H", "H", "H", "H", "H", "H", "H", "H", "H", "H", "H"],
  "positions_angstrom": [[-0.647, -0.087, 0.752], [-4.891, -1.342, 1.052], [-3.645, -1.486, 1.016], [-2.809, -1.697, 0.020], [-3.245, -1.947, -1.275], [-4.506, -2.492, -1.562], [-4.900, -2.787, -2.860], [-4.032, -2.545, -3.911], [-2.761, -2.047, -3.653], [-2.322, -1.754, -2.353], [-1.058, -1.203, -2.070], [-0.048, -1.436, -2.891], [0.037, -2.133, -3.932], [1.255, -0.721, -2.523], [2.263, -0.659, -3.493], [3.437, 0.015, -3.214], [3.597, 0.609, -1.967], [2.562, 0.480, -1.057], [1.427, -0.166, -1.324], [-2.961, -1.337, 2.383], [-3.567, -0.508, 3.328], [-2.962, -0.307, 4.553], [-1.786, -0.987, 4.835], [-1.269, -1.814, 3.852], [-1.815, -1.973, 2.651], [-5.187, -2.644, -0.738], [-5.889, -3.196, -3.044], [-4.331, -2.756, -4.934], [-2.066, -1.900, -4.465], [2.073, -1.148, -4.437], [4.222, 0.081, -3.959], [4.498, 1.149, -1.703], [2.637, 0.907, -0.060], [-4.494, -0.024, 3.055], [-3.382, 0.385, 5.273], [-1.265, -0.855, 5.775], [-0.338, -2.351, 4.020], [5.280, -4.242, 1.479], [4.865, -2.935, 0.790], [6.063, -2.354, 0.024], [3.765, -3.260, -0.224], [4.408, -1.923, 1.843], [5.273, -1.575, 2.897], [4.909, -0.672, 3.880], [3.653, -0.078, 3.810], [2.878, 1.081, 4.842], [1.442, 1.053, 3.781], [1.580, 0.270, 2.763], [2.786, -0.387, 2.754], [3.164, -1.322, 1.786], [0.265, 1.871, 4.087], [0.057, 2.246, 5.424], [-1.042, 3.013, 5.765], [-1.919, 3.403, 4.754], [-1.689, 3.009, 3.442], [-0.597, 2.224, 3.018], [5.611, -4.971, 0.735], [4.434, -4.668, 2.022], [6.096, -4.090, 2.188], [6.411, -3.064, -0.730], [6.895, -2.126, 0.694], [5.768, -1.432, -0.482], [4.140, -3.993, -0.942], [3.456, -2.378, -0.785], [2.884, -3.685, 0.259], [6.255, -2.031, 2.955], [5.592, -0.436, 4.686], [2.453, -1.548, 1.003], [0.735, 1.917, 6.210], [-1.217, 3.295, 6.797], [-2.789, 4.008, 5.000], [-2.420, 3.330, 2.699], [-1.578, 4.204, -4.010], [-1.366, 2.800, -4.341], [-2.665, 2.193, -4.629], [-3.648, 2.354, -3.565], [-3.781, 3.771, -3.265], [-2.525, 4.440, -2.923], [-1.994, 3.923, -1.648], [-1.631, 2.090, -1.630], [-0.696, 2.090, -3.243], [-3.260, 1.582, -2.375], [-1.963, 4.706, -4.904], [-0.617, 4.654, -3.743], [-2.524, 1.127, -4.820], [-3.064, 2.667, -5.532], [-4.481, 3.894, -2.436], [-4.192, 4.269, -4.150], [-2.712, 4.151, -0.856], [-1.079, 4.471, -1.406], [-0.566, 1.043, -3.528], [0.302, 2.514, -3.100], [-4.048, 1.659, -1.621], [-3.188, 0.526, -2.641]],
  "forces_ev_per_angstrom": [[0.31, 0.20, -0.08], [0.02, -0.01, -0.06], [-0.14, -0.11, -0.01], [-0.04, -0.03, 0.20], [0.12, -0.19, 0.02], [-0.04, 0.15, -0.11], [-0.01, 0.00, 0.01], [0.00, 0.01, -0.03], [0.04, 0.04, 0.07], [-0.14, -0.07, 0.00], [0.17, 0.04, -0.19], [-0.24, -0.10, 0.12], [0.04, 0.01, -0.01], [0.16, 0.05, -0.04], [-0.01, 0.01, 0.03], [-0.04, -0.02, 0.00], [-0.01, -0.03, 0.01], [0.00, -0.03, -0.08], [-0.04, 0.08, 0.15], [-0.07, 0.01, 0.13], [-0.03, 0.03, -0.02], [0.00, -0.03, -0.01], [0.01, -0.01, 0.00], [0.11, 0.10, 0.10], [-0.17, -0.17, -0.11], [0.01, 0.00, 0.01], [0.00, 0.00, 0.01], [0.01, 0.00, 0.00], [0.01, 0.00, -0.02], [0.01, 0.00, 0.00], [0.00, 0.00, 0.00], [-0.01, 0.00, 0.01], [0.02, 0.03, -0.01], [0.00, 0.00, -0.01], [0.00, 0.00, 0.00], [0.01, 0.00, 0.00], [-0.01, 0.00, 0.03], [0.01, 0.00, -0.01], [0.02, -0.02, -0.02], [-0.03, 0.01, 0.03], [0.04, 0.03, 0.04], [-0.05, -0.02, -0.04], [0.00, -0.01, 0.04], [0.03, -0.01, 0.01], [-0.11, 0.08, -0.06], [-0.01, -0.04, 0.00], [0.30, -0.20, -0.14], [-0.21, -0.04, 0.04], [0.22, -0.05, 0.09], [-0.05, 0.04, 0.03], [-0.30, 0.25, 0.01], [0.04, -0.01, 0.04], [0.01, 0.00, 0.02], [-0.01, -0.01, -0.05], [-0.03, 0.03, 0.07], [0.16, -0.13, 0.02], [0.00, 0.01, 0.00], [0.01, -0.01, 0.01], [-0.01, 0.00, 0.00], [0.01, 0.00, 0.00], [0.00, 0.00, -0.01], [0.02, 0.01, -0.01], [0.00, 0.00, 0.00], [-0.03, 0.03, -0.02], [-0.01, 0.02, -0.01], [0.00, 0.01, 0.00], [0.00, 0.00, -0.01], [0.02, 0.00, -0.03], [0.00, 0.00, -0.02], [0.00, 0.00, 0.00], [0.00, 0.00, 0.02], [0.00, 0.00, 0.00], [0.00, -0.05, 0.00], [0.03, 0.07, 0.00], [-0.01, -0.03, -0.05], [-0.04, 0.04, 0.03], [0.03, -0.03, 0.00], [0.00, 0.02, 0.06], [-0.01, 0.04, -0.08], [-0.07, 0.18, -0.11], [-0.04, -0.13, -0.01], [0.04, -0.08, -0.03], [0.00, 0.00, 0.00], [0.00, 0.00, 0.00], [-0.01, -0.01, 0.00], [0.00, 0.00, -0.01], [-0.01, 0.00, 0.00], [0.00, 0.00, 0.00], [0.00, -0.03, 0.02], [0.01, -0.02, 0.01], [0.02, 0.03, -0.02], [0.00, 0.01, 0.05], [0.01, 0.02, 0.02], [-0.05, 0.02, 0.01]],
  "mulliken_charge": [0.59, -0.82, 0.30, 0.18, 0.59, -0.59, -0.60, -0.89, -0.05, -1.08, 0.57, 0.00, -0.87, 0.15, -0.57, -0.60, -0.73, -0.80, 1.31, 0.38, -0.77, -0.17, -0.55, -0.22, -0.35, 0.37, 0.35, 0.31, 0.49, 0.47, 0.42, 0.50, 0.30, 0.44, 0.38, 0.35, 0.41, -1.82, 2.19, -1.64, -1.93, 0.40, -0.36, -1.26, 0.89, -0.44, -0.27, 0.49, -2.38, 0.72, 1.22, -0.66, -0.68, -0.57, -0.33, -0.45, 0.44, 0.39, 0.34, 0.46, 0.32, 0.26, 0.47, 0.25, 0.39, 0.39, 0.35, 0.80, 0.24, 0.33, 0.33, 0.33, -0.97, 0.13, -1.05, 0.14, -1.00, 0.07, -1.12, 0.93, -1.12, -0.48, 0.34, 0.39, 0.46, 0.25, 0.40, 0.32, 0.40, 0.41, 0.33, 0.46, 0.53, -0.23]
}